Entry 1:
{"formula": "C8H19BNO4", "method": "ωB97M-V with the def2-TZVPD basis set", "orbital_gap_ev": 7.25, "fmax_ev_per_a": 0.32, "total_charge": -1, "e_homo_ev": -3.9, "spin_multiplicity": 1, "lumo_energy_ev": 3.37, "elements": ["C", "C", "O", "C", "C", "O", "C", "B", "C", "N", "O", "C", "C", "O", "H", "H", "H", "H", "H", "H", "H", "H", "H", "H", "H", "H", "H", "H", "H", "H", "H", "H", "H"], "positions_angstrom": [[-1.94, 1.39, -3.92], [-1.26, 0.83, -2.69], [-2.23, 0.20, -1.88], [-1.90, 0.14, -0.49], [-1.37, -1.25, -0.15], [-1.30, -1.51, 1.23], [-0.45, -0.55, 1.92], [1.10, -0.41, 1.38], [1.73, -1.84, 0.97], [1.58, -2.85, 2.05], [1.19, 0.55, 0.21], [1.80, 1.74, 0.64], [1.85, 1.63, 2.17], [1.92, 0.27, 2.44], [-2.77, 2.04, -3.63], [-2.34, 0.58, -4.54], [-1.24, 1.97, -4.52], [-0.48, 0.11, -2.97], [-0.75, 1.62, -2.13], [-1.14, 0.89, -0.25], [-2.81, 0.34, 0.09], [-2.05, -1.99, -0.58], [-0.38, -1.36, -0.62], [-0.97, 0.42, 1.89], [-0.44, -0.88, 2.96], [2.80, -1.70, 0.77], [1.30, -2.21, 0.02], [0.64, -3.22, 2.02], [2.21, -3.64, 1.90], [2.82, 1.82, 0.22], [1.24, 2.62, 0.30], [2.71, 2.17, 2.59], [0.94, 2.09, 2.61]]}



Entry 2:
{"formula": "C8H19DyN3O7P", "method": "ωB97M-V with the def2-TZVPD basis set", "orbital_gap_ev": [10.18, 10.17], "fmax_ev_per_a": 4.03, "total_charge": 2, "e_homo_ev": [-15.9, -15.9], "spin_multiplicity": 6, "lumo_energy_ev": [-5.69, -5.69], "e_above_lowest_ev": 0.0000, "elements": ["Dy", "O", "C", "C", "N", "C", "C", "O", "O", "C", "C", "O", "O", "H", "H", "H", "H", "H", "H", "H", "H", "H", "N", "C", "P", "O", "O", "C", "N", "H", "H", "H", "H", "H", "H", "H", "H", "H", "H"], "positions_angstrom": [[-0.90, -0.19, 0.03], [-3.10, -0.66, -0.77], [-3.89, 0.56, -1.01], [-3.11, 1.43, -1.96], [-1.76, 1.75, -1.44], [-1.73, 2.81, -0.37], [-1.16, 1.97, 0.75], [0.08, 1.65, 0.66], [-1.93, 1.18, 1.36], [-0.67, 1.86, -2.44], [0.50, 0.93, -2.13], [1.65, 1.28, -2.15], [0.12, -0.32, -1.78], [-3.69, -1.41, -0.62], [-4.07, 1.04, -0.06], [-4.84, 0.28, -1.46], [-3.68, 2.34, -2.14], [-2.98, 0.92, -2.90], [-2.73, 3.15, -0.12], [-1.09, 3.64, -0.64], [-0.28, 2.87, -2.52], [-1.04, 1.56, -3.42], [2.79, -1.17, -1.08], [2.73, -0.70, 0.35], [1.78, -1.85, 1.36], [2.34, -3.21, 1.10], [0.29, -1.59, 1.16], [2.21, -1.52, 3.09], [2.22, -2.87, 3.79], [3.08, -2.15, -1.13], [3.43, -0.59, -1.61], [1.88, -1.05, -1.53], [2.35, 0.32, 0.33], [3.75, -0.70, 0.73], [1.54, -0.84, 3.61], [3.24, -1.15, 3.16], [2.83, -2.86, 4.60], [2.55, -3.58, 3.12], [1.29, -3.15, 4.09]]}



Entry 3:
{"formula": "C8H19FN5", "method": "ωB97M-V with the def2-TZVPD basis set", "orbital_gap_ev": 7.61, "fmax_ev_per_a": 4.58, "total_charge": 1, "e_homo_ev": -10.5, "spin_multiplicity": 1, "lumo_energy_ev": -2.87, "e_above_lowest_ev": 1.9175, "elements": ["C", "C", "C", "C", "C", "C", "C", "C", "N", "N", "N", "N", "N", "F", "H", "H", "H", "H", "H", "H", "H", "H", "H", "H", "H", "H", "H", "H", "H", "H", "H", "H", "H"], "positions_angstrom": [[-1.15, 0.72, 1.04], [0.63, 1.16, -0.73], [1.81, -0.81, 0.29], [0.45, 0.57, -2.18], [-1.22, 2.79, -0.03], [2.49, 1.48, 0.83], [-0.90, -1.52, 2.14], [1.33, -3.24, 0.04], [-0.60, 1.47, 0.10], [1.64, 0.49, 0.06], [-0.92, -0.35, 1.60], [-4.00, -0.09, -0.30], [1.07, -1.80, -0.10], [-2.97, -1.01, -0.49], [1.08, 2.19, -1.05], [2.75, -1.03, 0.77], [0.87, 1.27, -2.92], [-0.51, 0.34, -2.53], [0.94, -0.38, -2.25], [-1.93, 2.99, 0.83], [-0.33, 3.48, -0.01], [-1.89, 2.74, -0.94], [1.89, 1.63, 1.76], [3.39, 1.09, 1.06], [2.54, 2.33, 0.19], [-0.09, -1.63, 2.82], [-1.62, -2.36, 1.77], [-4.05, 0.28, -1.34], [2.39, -3.38, 0.43], [0.53, -3.64, 0.81], [1.12, -3.65, -0.94], [-4.91, -0.65, -0.23], [0.14, -1.45, -0.49]]}



Entry 4:
{"formula": "C8H19FNP", "method": "ωB97M-V with the def2-TZVPD basis set", "orbital_gap_ev": [9.06, 7.48], "fmax_ev_per_a": 1.26, "e_homo_ev": [-9.4, -7.8], "spin_multiplicity": 1, "lumo_energy_ev": [-0.34, -0.32], "e_above_lowest_ev": 0.0000, "elements": ["C", "C", "C", "C", "C", "C", "C", "C", "N", "F", "P", "H", "H", "H", "H", "H", "H", "H", "H", "H", "H", "H", "H", "H", "H", "H", "H", "H", "H", "H"], "positions_angstrom": [[-2.90, 0.83, 0.85], [-2.00, 3.10, 0.30], [-1.74, 1.22, -1.35], [2.63, -2.99, -0.05], [1.45, -1.12, -1.28], [2.79, -0.61, 0.78], [-1.75, 1.57, 0.14], [1.91, -1.64, 0.08], [-0.48, 1.28, 0.69], [-0.42, -2.87, 0.20], [0.44, -1.90, 1.20], [-2.89, 1.05, 1.92], [-3.86, 1.13, 0.44], [-2.77, -0.24, 0.73], [-1.19, 3.65, -0.15], [-2.06, 3.36, 1.36], [-2.94, 3.37, -0.18], [-1.60, 0.15, -1.48], [-2.67, 1.52, -1.83], [-0.91, 1.74, -1.84], [3.51, -2.89, -0.67], [2.93, -3.36, 0.93], [1.97, -3.73, -0.51], [2.30, -0.96, -1.93], [0.92, -0.17, -1.15], [0.78, -1.83, -1.76], [3.70, -0.44, 0.20], [2.26, 0.33, 0.87], [3.08, -0.95, 1.77], [-0.50, 1.39, 1.70]]}



Entry 5:
{"formula": "C8H19IO8P2S", "method": "ωB97M-V with the def2-TZVPD basis set", "orbital_gap_ev": 7.81, "fmax_ev_per_a": 0.61, "e_homo_ev": -9.3, "spin_multiplicity": 1, "lumo_energy_ev": -1.51, "elements": ["O", "P", "O", "O", "I", "O", "P", "S", "H", "H", "H", "O", "C", "O", "C", "C", "C", "H", "H", "H", "H", "H", "H", "H", "H", "O", "C", "O", "C", "C", "C", "H", "H", "H", "H", "H", "H", "H", "H"], "positions_angstrom": [[2.59, -2.32, 6.43], [2.23, -3.06, 5.23], [2.22, -2.15, 3.94], [3.16, -4.33, 4.92], [4.83, -3.99, 3.88], [0.80, -3.77, 5.32], [-0.02, -4.41, 4.06], [-0.85, -3.20, 2.85], [1.86, -2.51, 3.11], [-0.82, -5.31, 4.76], [0.98, -5.21, 3.50], [-1.49, -0.97, 0.81], [-0.69, -0.07, 0.89], [0.39, -0.26, 1.68], [1.47, 0.68, 1.77], [1.18, 1.78, 2.78], [-0.89, 1.25, 0.21], [1.71, 1.08, 0.79], [2.32, 0.09, 2.10], [0.32, 2.38, 2.48], [2.05, 2.43, 2.87], [0.97, 1.34, 3.75], [-1.52, 1.88, 0.85], [-1.43, 1.08, -0.72], [0.02, 1.79, -0.02], [-0.51, 2.81, -2.49], [-0.78, 2.38, -3.57], [-1.69, 3.03, -4.32], [-1.98, 2.69, -5.68], [-3.00, 1.57, -5.78], [-0.17, 1.09, -4.08], [-1.06, 2.45, -6.22], [-2.37, 3.60, -6.11], [-2.63, 0.65, -5.34], [-3.24, 1.38, -6.83], [-3.91, 1.85, -5.26], [-0.77, 0.26, -3.70], [0.83, 1.01, -3.68], [-0.12, 1.01, -5.17]]}



Entry 6:
{"formula": "C8H19N2O3P", "method": "ωB97M-V with the def2-TZVPD basis set", "orbital_gap_ev": 10.69, "fmax_ev_per_a": 1.53, "e_homo_ev": -9.8, "spin_multiplicity": 1, "lumo_energy_ev": 0.89, "e_above_lowest_ev": 0.0000, "elements": ["C", "C", "C", "C", "C", "C", "C", "C", "N", "N", "O", "O", "O", "P", "H", "H", "H", "H", "H", "H", "H", "H", "H", "H", "H", "H", "H", "H", "H", "H", "H", "H", "H"], "positions_angstrom": [[-2.02, 0.89, -0.08], [-1.76, 1.53, -1.40], [-3.21, -2.00, 1.22], [2.90, 2.08, 1.10], [1.40, -0.65, -2.62], [-2.13, -0.93, 1.37], [1.46, 1.68, 1.38], [1.67, -1.58, -1.46], [-1.87, -0.34, 0.10], [0.58, -1.71, -0.49], [1.75, -1.16, 1.97], [1.01, 0.75, 0.41], [2.64, -1.05, -0.55], [1.48, -0.79, 0.59], [-2.35, 1.57, 0.72], [-0.90, 2.19, -1.31], [-2.61, 2.13, -1.70], [-1.55, 0.78, -2.15], [-4.14, -1.55, 0.89], [-2.90, -2.74, 0.48], [-3.38, -2.50, 2.17], [2.98, 2.54, 0.12], [3.25, 2.78, 1.86], [3.52, 1.19, 1.13], [2.31, -0.50, -3.20], [0.63, -1.07, -3.26], [1.07, 0.31, -2.23], [-2.44, -0.19, 2.12], [-1.20, -1.40, 1.71], [0.78, 2.53, 1.31], [1.38, 1.22, 2.37], [2.01, -2.57, -1.81], [-0.37, -1.45, -0.75]]}